[1]
The following is a DFT calculation (wB97M-V/def2-TZVPD) of a molecular structure, C24H24N6O3ReSSi.

Positions of all 60 atoms, in Å:
C -0.571 1.766 3.169
H 1.993 -0.908 -3.019
H 4.198 0.184 -3.145
H 0.889 -3.449 -2.890
Re -1.042 1.601 0.060
O -0.586 -0.097 -0.239
N 1.151 1.975 -0.577
C -0.738 -4.467 2.764
S -3.245 1.529 0.497
Si 0.207 -1.598 -0.733
H -0.519 1.785 5.303
H -2.721 -3.649 2.673
C -3.328 1.548 3.397
C -2.688 1.590 2.187
C 2.531 -0.682 -2.104
H 1.765 5.770 -1.043
H -2.985 1.591 5.515
C 0.516 4.254 -0.546
C -1.417 -2.752 1.227
H -0.977 -5.153 3.567
H -2.217 -2.858 -5.755
C -1.145 1.727 4.425
H 1.274 1.481 -1.464
H 2.356 3.556 -1.183
N -1.586 4.714 0.452
N 0.832 5.516 -0.759
H -4.404 1.460 3.455
C -1.759 -2.603 -4.809
C 0.541 -4.451 2.228
H 0.120 6.228 -0.687
C -1.750 -1.314 -2.782
N 1.470 3.325 -0.759
H 0.495 1.854 3.013
N -1.346 1.701 2.082
C 0.846 -3.580 1.191
H -2.198 -2.110 0.829
C -2.336 -1.637 -3.997
C 4.475 0.234 -1.016
H 1.846 -3.588 0.772
C 3.772 -0.056 -2.180
C 2.711 -0.752 0.295
O -1.641 5.815 -0.044
H 1.827 1.536 0.055
H 4.514 0.069 1.127
C 3.948 -0.122 0.223
H -3.248 -1.144 -4.306
C -0.127 -2.715 0.684
H -2.230 -0.573 -2.151
C -0.576 -1.947 -2.365
C -1.719 -3.619 2.264
O -2.271 4.298 1.342
H 1.298 -5.122 2.611
H 5.448 0.704 -1.074
N -0.655 3.766 -0.081
H -0.153 -4.009 -5.035
H 2.317 -1.039 1.264
C -0.598 -3.250 -4.406
C 1.976 -1.028 -0.867
C -2.527 1.620 4.535
C -0.013 -2.926 -3.191

The spin multiplicity is 2. As for the net charge: +2. The maximum force comes out at 0.006 Eh/bohr. Its expectation value of S² is 0.76. For the relative energy (zero: lowest compared OMol25 entry of this formula, charge and spin), the calculation gives 0.0 kcal/mol.

Atomic partial charges in e from the natural (NBO) method, atoms 1 to 5: 0.09, 0.24, 0.24, 0.22, 1.32

[2]
The following is a DFT calculation (wB97M-V/def2-TZVPD) of C24H24N6OS2 in the gas phase at a distorted geometry.

Positions of all 57 atoms, in Å:
C -0.365 -1.754 -1.297
H -4.181 0.512 -2.890
H -2.204 4.889 -1.884
O -1.956 -0.824 1.686
H -0.440 -1.532 5.194
H -3.471 4.581 -4.090
H -1.066 0.555 4.206
C -1.648 1.578 0.455
C -4.159 1.556 -2.568
N 0.979 -0.726 1.207
C -0.570 -0.172 3.551
N 0.317 4.462 0.363
C 4.365 -3.360 -2.825
C 3.288 -2.224 -1.038
C -3.137 1.747 -1.500
S -2.892 0.589 -0.215
C 4.456 -2.704 -1.612
C 1.838 -0.365 2.166
H -0.306 -2.714 2.382
H 3.096 -4.059 -4.397
C -0.757 -1.566 4.150
C -2.306 2.814 -1.409
H 1.069 -2.521 3.484
N -1.018 1.220 1.623
H -0.687 -2.728 -1.678
H -5.151 1.792 -2.168
H -1.828 -1.783 4.121
S 1.179 0.397 3.594
C -1.204 -0.011 2.182
H 5.257 -3.743 -3.295
H -1.420 3.827 -3.048
C -0.007 -2.675 3.426
C -0.568 -0.676 -2.358
H 0.029 -0.889 -3.242
C -3.843 2.480 -3.746
C 3.135 -3.538 -3.452
N 1.024 -1.848 -0.915
H -4.680 2.480 -4.446
C 1.959 -3.065 -2.896
H 1.014 -3.218 -3.393
C -1.436 2.727 -0.276
C -3.572 3.897 -3.246
C -2.299 3.932 -2.402
H -2.961 2.110 -4.272
H -0.271 0.297 -1.970
H -0.940 -1.522 -0.398
H -0.235 -3.632 3.889
H 5.400 -2.562 -1.111
C 1.577 -1.327 0.194
H -0.332 1.856 2.011
N 3.155 -0.496 2.165
C 3.001 -1.525 0.179
N 3.751 -1.080 1.162
C 2.041 -2.402 -1.683
H -4.418 4.231 -2.641
C -0.476 3.685 0.069
H -1.615 -0.633 -2.642

Its SMILES is CC[C@@H](Sc1nnc2c3ccccc3n(CC)c2n1)C(=O)Nc1sc2c(c1C#N)CCCC2. The spin multiplicity is 1. The maximum force comes out at 0.023 Eh/bohr. For the relative energy (zero: lowest compared OMol25 entry of this formula, charge and spin), the calculation gives 0.0 kcal/mol.

Atomic partial charges in e from the natural (NBO) method, atoms 1 to 5: -0.23, 0.22, 0.23, -0.62, 0.21

[3]
The following is a DFT calculation (wB97M-V/def2-TZVPD) of a molecular structure, C24H24NO6PS5SeTeV at a distorted geometry.

Positions of all 64 atoms, in Å:
O -0.939 1.466 0.660
O 0.896 1.222 -2.664
C 2.878 0.669 2.741
H 3.833 0.069 -3.817
C -3.746 -2.329 -1.394
H 0.552 6.118 -3.262
C -2.440 -3.217 -3.297
H 0.637 -1.213 -2.128
H -1.548 -4.944 6.300
O -1.532 2.003 1.638
Te -1.348 1.198 -5.193
C -3.232 -2.858 3.621
C -2.007 -4.332 5.528
P -0.467 2.020 -3.209
C -3.876 -3.849 4.340
H 0.785 -2.649 -4.113
H -3.302 -3.804 -3.596
C -1.269 -3.362 4.871
C 0.649 4.205 -2.290
C -0.244 -1.725 -2.494
H -4.582 -2.957 -1.680
C 1.294 5.487 -2.773
O 2.107 -0.623 -0.220
S 5.560 -1.406 5.252
H 2.691 -0.871 -2.845
N -3.293 -4.589 5.283
H 1.723 6.028 -1.930
C -1.883 -2.589 3.880
C 2.141 3.887 3.562
H -4.738 -1.487 0.291
C 4.677 -0.410 4.303
H 1.387 3.588 -1.765
C 3.720 1.677 3.051
O -1.334 2.029 -1.972
C 1.895 0.957 -3.675
H 1.413 0.431 -4.500
V -0.345 0.894 -0.628
C -2.562 -2.380 -2.165
S 5.077 1.266 4.072
H 3.403 0.599 -2.177
C -1.601 -0.658 -0.694
Se -0.934 -1.235 2.944
H -4.925 -4.072 4.159
S 3.564 3.360 2.554
H 2.263 1.912 -4.057
C -2.773 -0.650 0.028
S 1.376 0.909 1.886
H 2.010 4.949 3.365
C -1.274 -3.283 -4.006
C 1.233 0.062 0.218
H -3.757 -2.287 2.866
H 2.368 3.725 4.613
C -0.153 -2.548 -3.581
S 3.249 -0.896 3.438
C 3.025 0.137 -3.089
H -0.174 4.418 -1.603
H 2.083 5.265 -3.491
H 1.252 3.339 3.264
H -1.196 -3.923 -4.875
H -2.891 0.030 0.861
C -3.835 -1.506 -0.306
O 0.145 3.501 -3.437
H -0.229 -3.196 5.118
C -1.458 -1.573 -1.782

The spin multiplicity is 1. As for the net charge: -1. The maximum force comes out at 0.111 Eh/bohr. For the relative energy (zero: lowest compared OMol25 entry of this formula, charge and spin), the calculation gives 74.4 kcal/mol.

Atomic partial charges in e from the natural (NBO) method, atoms 1 to 5: -0.07, -0.87, -0.40, 0.22, -0.14

[4]
The following is a DFT calculation (wB97M-V/def2-TZVPD) of a molecular structure, C24H25AlN6O5S at a distorted geometry.

Positions of all 62 atoms, in Å:
C 5.029 -0.489 2.613
H -1.265 -0.119 -5.370
H -4.689 2.437 -0.968
O -2.324 -1.815 -0.753
H -3.169 0.456 -1.313
N -2.151 0.739 0.452
C -3.772 2.972 0.880
H 0.117 -3.104 0.880
H 0.823 1.229 -5.427
H 4.407 -3.289 0.828
C -0.700 0.058 -4.470
O -3.669 -3.568 -0.326
H 2.908 1.611 0.115
C 1.294 0.635 -0.885
N -1.876 -3.168 0.955
C 2.420 1.425 -0.829
H -1.230 1.195 2.237
C 2.976 -1.757 1.247
H 5.827 0.001 3.147
H -2.073 -1.026 -3.212
C -2.647 -2.826 -0.080
H 2.173 -2.230 0.696
H 2.755 2.248 -4.117
S 1.176 0.240 1.728
H -5.351 5.651 2.142
H -4.733 -2.234 -1.522
C 2.340 1.809 -3.223
O -5.411 4.403 -0.008
C 4.230 -2.339 1.311
C 0.634 0.464 -2.126
H -2.575 3.193 2.684
N -4.722 4.864 2.090
C 1.166 1.033 -3.313
H -2.073 -3.978 1.534
C -3.921 2.171 -0.256
C -4.718 4.157 0.951
C -1.159 -0.450 -3.257
H 6.820 -2.670 3.082
N -0.673 -2.463 1.011
C 3.778 0.101 2.555
H 3.582 1.050 3.028
H 6.699 -3.196 1.398
C 6.624 -2.340 2.062
H -0.471 -1.918 1.896
O 0.148 -0.509 2.457
H -5.306 -3.927 -1.475
H 3.803 2.634 -1.927
H -3.831 -3.517 -2.388
C 0.456 0.804 -4.505
O 1.223 1.636 2.006
C -3.098 1.089 -0.439
Al -0.963 -0.701 -0.233
H -4.162 4.648 2.894
N 0.695 -0.037 0.164
C 2.761 -0.538 1.868
C -2.001 1.499 1.545
N -0.521 -0.255 -2.107
C -4.432 -3.281 -1.509
C 5.275 -1.713 1.990
H 7.402 -1.625 1.806
C 2.926 2.010 -2.002
C -2.778 2.621 1.790

The spin multiplicity is 1. As for the net charge: +2. The maximum force comes out at 0.029 Eh/bohr. For the relative energy (zero: lowest compared OMol25 entry of this formula, charge and spin), the calculation gives 18.8 kcal/mol.

Atomic partial charges in e from the natural (NBO) method, atoms 1 to 5: -0.20, 0.26, 0.27, -0.79, 0.21